1.
{
  "formula": "C7H6FN4",
  "method": "ωB97M-V with the def2-TZVPD basis set",
  "gap_ev": 8.54,
  "spin_multiplicity": 1,
  "total_charge": -1,
  "symbols": ["C", "C", "C", "C", "C", "C", "C", "N", "N", "N", "N", "F", "H", "H", "H", "H", "H", "H"],
  "xyz": [[0.7017, -0.7166, -2.4840], [-0.2540, 1.0643, 0.4275], [-1.3435, 0.4863, -0.2286], [0.8289, 0.3503, 0.6712], [-1.2374, -0.5402, -1.0207], [0.9144, -0.9833, 0.0764], [0.0551, -1.1345, -1.2401], [1.9684, 0.2435, -3.8581], [1.9526, -0.3355, -2.6297], [-0.0645, -0.3546, -3.5317], [0.7586, 0.2299, -4.3830], [-0.2780, -2.5255, -1.3349], [-0.3900, 2.0391, 0.8077], [-2.2678, 0.9196, 0.0609], [1.5474, 0.6360, 1.4765], [-2.0243, -0.9373, -1.6317], [1.9353, -1.2400, -0.1052], [0.7240, -1.8201, 0.8435]],
  "forces_ev_per_a": [[-0.67, 1.21, -0.65], [1.41, 0.56, 1.05], [-1.67, 0.50, -0.05], [0.73, 0.24, 1.50], [-1.16, 0.02, -1.00], [0.07, -2.07, -0.12], [1.51, -1.90, 1.69], [0.32, -0.11, 0.32], [0.43, 0.38, -1.00], [-0.35, -0.29, 0.10], [0.63, -0.37, 0.67], [0.42, -0.55, 0.01], [0.01, 0.97, 0.64], [-1.08, 0.33, -0.39], [-0.34, -0.03, -1.10], [-0.44, -0.14, 0.09], [0.87, 0.16, -0.81], [-0.70, 1.11, -0.94]],
  "mulliken_charge": [-0.313, -0.407, -0.220, -0.328, -0.932, -1.007, 1.862, -0.458, -0.303, -0.285, -0.440, -0.418, 0.423, 0.403, 0.284, 0.340, 0.459, 0.339]
}


2.
{
  "formula": "C7H6I3N",
  "method": "ωB97M-V with the def2-TZVPD basis set",
  "gap_ev": 7.51,
  "spin_multiplicity": 1,
  "symbols": ["C", "C", "C", "C", "C", "C", "C", "N", "I", "I", "I", "H", "H", "H", "H", "H", "H"],
  "xyz": [[1.6477, 1.2372, -0.8212], [0.1958, 1.3888, -0.7160], [1.9047, -0.0268, -0.3442], [-0.3099, 0.2463, -0.0817], [-1.5467, -0.3397, 0.3362], [-2.9053, 0.1709, 0.0697], [-4.1158, -0.5558, 0.4551], [0.7947, -0.5586, 0.1273], [-3.2830, 1.7909, -1.2840], [-5.1035, -1.7078, -1.0423], [-5.4112, 0.7829, 1.5099], [2.1086, 2.0714, -1.2892], [-0.4224, 2.2396, -1.0790], [2.8305, -0.4260, -0.3000], [-1.6509, -1.1696, 0.8981], [-3.7418, -1.3940, 1.2381], [0.9498, -1.3475, 0.7020]],
  "forces_ev_per_a": [[-3.83, 0.23, -0.20], [0.01, -0.01, 0.18], [-0.32, 3.59, -1.01], [0.72, -0.34, 0.11], [-5.83, 5.38, -2.87], [4.56, -0.82, -0.87], [1.33, -2.05, 2.67], [0.18, -0.65, 0.07], [0.36, -0.58, 0.48], [-0.04, 0.13, -0.17], [-0.27, -0.29, 0.19], [1.34, -0.16, -0.21], [0.81, -0.89, 0.44], [2.55, -1.75, 0.44], [0.56, -2.85, 1.87], [-1.16, 1.98, -1.66], [-0.98, -0.92, 0.54]],
  "mulliken_charge": [-0.675, -0.240, -0.580, 0.105, -0.099, -0.093, -0.972, -0.038, 0.158, 0.169, 0.184, 0.413, 0.220, 0.466, 0.362, 0.394, 0.225]
}


3.
{
  "formula": "C7H6N2O3",
  "method": "ωB97M-V with the def2-TZVPD basis set",
  "gap_ev": [8.14, 7.86],
  "spin_multiplicity": 1,
  "symbols": ["C", "C", "C", "C", "C", "C", "C", "N", "N", "O", "O", "O", "H", "H", "H", "H", "H", "H"],
  "xyz": [[-0.6328, -1.5063, 0.0993], [0.3823, -1.2438, -1.2423], [-1.7122, 1.0688, 0.4329], [-0.4562, 0.7728, 1.0378], [2.1905, 0.6740, -1.6650], [-0.0946, -0.6809, 1.2667], [1.2652, -0.3843, -1.5201], [0.3806, 1.6621, 1.2812], [-2.3899, 0.1642, -0.1680], [3.3466, 0.5755, -1.3247], [0.5514, 2.8541, 1.2079], [-1.9451, -1.0651, -0.2032], [-0.7341, -2.5715, 0.4574], [0.0312, -2.0643, -1.9214], [-2.0231, 2.0673, 0.4343], [1.6730, 1.5896, -1.9710], [-0.8010, -1.0883, 2.1023], [0.9679, -0.8238, 1.6960]],
  "forces_ev_per_a": [[2.78, 1.75, -0.10], [-3.48, -3.25, 1.04], [0.10, -1.53, -0.69], [0.27, -2.00, 0.04], [-1.62, -0.44, 0.58], [-1.00, -0.69, 2.80], [0.57, 0.59, 0.13], [2.14, 0.74, 0.78], [-0.79, 2.81, 0.26], [1.16, 0.24, -0.06], [-0.42, 0.55, -0.12], [0.13, -3.42, -0.65], [0.27, 1.01, -1.27], [0.72, 0.88, -0.03], [-0.91, 1.20, -0.18], [0.47, 0.46, -0.35], [1.22, 0.99, -0.84], [-1.62, 0.11, -1.35]],
  "mulliken_charge": [0.004, -0.470, -0.259, 0.369, -0.101, -0.532, 0.274, 0.262, -0.413, -0.452, -0.489, -0.211, 0.379, 0.301, 0.493, 0.309, 0.298, 0.238]
}


The calculation returns the following ΔE to the lowest compared entry with this formula, charge and spin values, one per record and in order: 0.00, 0.00, 209.98 kcal/mol.